{"formula": "C19H24N2OS", "method": "ωB97M-V with the def2-TZVPD basis set", "symbols": ["O", "C", "N", "C", "C", "N", "C", "C", "C", "C", "C", "C", "C", "C", "C", "C", "C", "C", "C", "C", "C", "C", "S", "H", "H", "H", "H", "H", "H", "H", "H", "H", "H", "H", "H", "H", "H", "H", "H", "H", "H", "H", "H", "H", "H", "H", "H"], "positions_angstrom": [[-1.486, 1.026, 2.319], [-2.171, 1.712, 1.580], [-3.364, 1.300, 1.079], [-3.750, -0.089, 1.142], [-3.723, -0.740, -0.253], [-2.602, -0.247, -1.031], [-1.268, -0.622, -0.581], [-0.256, 0.345, -1.199], [1.138, 0.068, -0.648], [1.559, -1.374, -0.955], [2.941, -1.673, -0.433], [3.242, -1.549, 0.919], [4.511, -1.835, 1.389], [5.502, -2.252, 0.517], [5.214, -2.378, -0.831], [3.944, -2.091, -1.298], [0.532, -2.352, -0.374], [-0.863, -2.062, -0.919], [-1.758, 3.068, 1.194], [-2.413, 4.075, 0.537], [-1.615, 5.221, 0.367], [-0.367, 5.066, 0.890], [-0.142, 3.528, 1.608], [-3.780, 1.837, 0.336], [-3.046, -0.576, 1.820], [-4.757, -0.178, 1.563], [-3.737, -1.835, -0.124], [-4.631, -0.456, -0.795], [-2.715, -0.511, -2.005], [-1.234, -0.500, 0.503], [-0.554, 1.370, -0.971], [-0.261, 0.230, -2.286], [1.129, 0.233, 0.430], [1.860, 0.760, -1.088], [1.568, -1.499, -2.044], [2.482, -1.226, 1.613], [4.727, -1.733, 2.443], [6.492, -2.476, 0.885], [5.981, -2.702, -1.520], [3.729, -2.193, -2.353], [0.516, -2.260, 0.714], [0.825, -3.376, -0.619], [-1.579, -2.765, -0.486], [-0.874, -2.196, -2.005], [-3.432, 4.015, 0.198], [-1.952, 6.117, -0.122], [0.437, 5.775, 0.893]], "mulliken_charge": [-0.68, 0.31, -0.06, -0.92, -0.54, -0.26, 0.35, -1.15, -0.91, 0.26, 0.38, -0.24, -0.80, -0.39, -0.63, -0.38, -1.01, -0.95, 0.41, -0.46, -0.48, -0.49, -0.05, 0.23, 0.42, 0.38, 0.27, 0.47, 0.38, 0.24, 0.31, 0.37, 0.32, 0.32, 0.51, 0.28, 0.37, 0.38, 0.38, 0.35, 0.34, 0.41, 0.37, 0.37, 0.39, 0.41, 0.45], "total_charge": 0, "smiles": "O=C(NCCN[C@H]1CC[C@H](c2ccccc2)CC1)c1cccs1", "homo_lumo_gap_ev": 9.37, "de_lowest_kj_mol": 6.1}



{"formula": "C4H11NO", "method": "ωB97M-V with the def2-TZVPD basis set", "symbols": ["N", "C", "C", "C", "C", "O", "H", "H", "H", "H", "H", "H", "H", "H", "H", "H", "H"], "positions_angstrom": [[-0.396, 1.631, 2.362], [-0.019, 1.105, 1.031], [-0.639, -0.315, 0.909], [-0.659, -0.793, -0.591], [0.715, -0.566, -1.197], [0.936, -1.118, -2.554], [-1.409, 2.045, 2.350], [0.470, 2.299, 2.747], [1.165, 0.829, 1.106], [-0.179, 1.901, 0.153], [-0.166, -1.114, 1.456], [-1.675, -0.321, 1.283], [-1.498, -0.297, -1.135], [-0.945, -1.883, -0.640], [0.980, 0.550, -1.231], [1.507, -0.999, -0.523], [0.642, -2.070, -2.571]], "mulliken_charge": [-0.56, -0.40, -0.57, -0.40, -0.36, -0.54, 0.24, 0.26, 0.27, 0.16, 0.30, 0.29, 0.23, 0.33, 0.22, 0.24, 0.31], "total_charge": 0, "smiles": "NCCCCO", "homo_lumo_gap_ev": 10.17, "de_lowest_kj_mol": 229.4}



{"formula": "C4H8N2O", "method": "ωB97M-V with the def2-TZVPD basis set", "symbols": ["H", "N", "C", "C", "O", "C", "C", "N", "H", "H", "H", "H", "H", "H", "H"], "positions_angstrom": [[0.698, 2.117, 1.589], [1.643, 1.863, 1.253], [1.489, 1.122, 0.200], [0.125, 0.770, -0.364], [-0.878, 1.370, 0.442], [-0.052, -0.738, -0.519], [-1.043, -1.454, 0.358], [0.635, -1.375, -1.419], [0.415, -2.378, -1.409], [2.375, 0.743, -0.337], [0.079, 1.216, -1.365], [-1.608, 1.622, -0.152], [-0.945, -2.538, 0.258], [-2.054, -1.163, 0.060], [-0.881, -1.179, 1.404]], "mulliken_charge": [0.30, -0.70, -0.18, 0.21, -0.62, 0.53, -1.12, -0.72, 0.25, 0.40, 0.34, 0.33, 0.43, 0.24, 0.28], "total_charge": 0, "smiles": "[H]/N=C\\[C@H](O)/C(C)=N/[H]", "homo_lumo_gap_ev": 10.41, "de_lowest_kj_mol": 202.2}



{"formula": "C20H31BaO2", "method": "ωB97M-V with the def2-TZVPD basis set", "symbols": ["O", "C", "C", "H", "H", "C", "H", "H", "C", "H", "H", "H", "C", "H", "H", "H", "Ba", "C", "C", "C", "H", "C", "C", "H", "H", "H", "H", "C", "C", "C", "H", "C", "C", "H", "H", "H", "H", "O", "C", "C", "H", "H", "C", "H", "H", "C", "H", "H", "H", "H", "C", "H", "H", "H"], "positions_angstrom": [[0.322, 2.641, -0.522], [0.855, 3.188, -1.763], [-0.502, 3.675, -2.260], [1.320, 2.424, -2.404], [1.552, 3.981, -1.486], [-1.016, 3.039, -0.933], [-0.874, 3.228, -3.181], [-0.579, 4.771, -2.267], [-1.888, 1.798, -1.096], [-1.547, 1.185, -1.948], [-2.955, 2.064, -1.257], [-1.866, 1.178, -0.175], [-1.586, 4.091, 0.000], [-0.908, 4.950, 0.062], [-1.777, 3.687, 1.001], [-2.535, 4.459, -0.418], [0.061, -2.272, 0.624], [1.144, 1.070, 3.543], [1.852, -0.129, 3.257], [2.403, -0.019, 1.945], [1.967, -0.972, 3.938], [2.104, 1.294, 1.463], [1.259, 1.938, 2.416], [0.814, 2.928, 2.325], [0.604, 1.292, 4.468], [3.020, -0.769, 1.435], [2.468, 1.731, 0.547], [-1.482, -1.066, 3.433], [-1.920, 0.150, 2.868], [-2.862, -0.148, 1.845], [-1.612, 1.150, 3.171], [-2.916, -1.560, 1.701], [-2.098, -2.142, 2.719], [-1.991, -3.206, 2.938], [-0.791, -1.158, 4.267], [-3.530, 0.573, 1.387], [-3.511, -2.097, 0.970], [0.678, -2.412, -1.687], [-0.015, -1.488, -2.640], [0.483, -1.867, -4.048], [0.261, -0.442, -2.367], [-1.115, -1.626, -2.562], [1.564, -2.965, -3.869], [0.882, -0.974, -4.554], [-0.346, -2.246, -4.670], [1.663, -3.268, -2.382], [2.536, -2.620, -4.249], [1.272, -3.859, -4.431], [2.649, -3.030, -1.975], [1.410, -4.312, -2.174], [1.597, -3.923, 2.118], [1.437, -3.279, 3.003], [2.525, -3.629, 1.574], [1.520, -5.007, 2.302]], "mulliken_charge": [-0.22, -0.48, -0.96, 0.20, 0.30, 1.61, 0.30, 0.32, -1.06, 0.17, 0.41, -0.06, -1.73, 0.41, 0.26, 0.44, 1.11, -0.77, -0.37, -1.07, 0.44, -0.65, -0.30, 0.44, 0.49, 0.61, 0.46, -0.23, -0.12, -0.55, 0.35, -0.68, -1.39, 0.48, 0.39, 0.60, 0.44, -0.31, 0.05, -0.56, -0.10, 0.35, -0.45, 0.30, 0.27, -0.63, 0.25, 0.25, 0.30, 0.30, -1.41, 0.29, 0.28, 0.21], "total_charge": -1, "homo_lumo_gap_ev": 4.20, "de_lowest_kj_mol": 31.6}



{"formula": "C4H7BO2S", "method": "ωB97M-V with the def2-TZVPD basis set", "symbols": ["C", "C", "C", "C", "S", "B", "O", "O", "H", "H", "H", "H", "H", "H", "H"], "positions_angstrom": [[-2.222, 0.974, 0.135], [-1.022, 0.003, 0.032], [0.304, 0.246, -0.267], [0.928, 1.524, -0.236], [2.545, 1.738, -0.124], [1.236, -1.080, -0.122], [1.569, -1.740, -1.238], [1.468, -1.527, 1.136], [-2.739, 1.127, 1.112], [-2.907, 0.503, -0.454], [-1.994, 1.881, -0.398], [-1.217, -1.030, 0.415], [0.295, 2.435, -0.165], [2.088, -2.544, -1.149], [1.670, -2.510, 1.324]], "mulliken_charge": [-1.15, -0.13, 0.17, -0.28, -0.29, 0.67, -0.53, -0.53, 0.29, 0.37, 0.34, 0.25, 0.24, 0.29, 0.29], "total_charge": 0, "smiles": "C/C=C(\\C=S)B(O)O", "homo_lumo_gap_ev": 7.97, "de_lowest_kj_mol": 145.9}



{"formula": "C4H7N2", "method": "ωB97M-V with the def2-TZVPD basis set", "symbols": ["N", "C", "C", "C", "N", "C", "H", "H", "H", "H", "H", "H", "H"], "positions_angstrom": [[2.028, -0.023, -0.251], [1.141, 0.770, 0.387], [0.967, -0.739, 0.308], [-0.295, -0.689, -0.480], [-1.305, -0.010, 0.362], [-0.441, 0.740, -0.503], [2.159, 0.152, -1.252], [1.412, 1.546, 1.076], [1.328, -1.407, 1.191], [-0.799, -1.366, -1.060], [-1.193, 0.118, 1.343], [-2.270, -0.005, 0.242], [-0.888, 1.426, -1.142]], "mulliken_charge": [-0.33, -0.25, -0.30, -0.15, -0.17, -0.31, 0.29, 0.39, 0.35, 0.52, 0.26, 0.27, 0.42], "total_charge": 1, "smiles": "N1[C@@H]2[C@H]1[C@H]1[NH2+][C@@H]21", "homo_lumo_gap_ev": 11.48, "de_lowest_kj_mol": 512.6}



{"formula": "C14H27BCl2FNP", "method": "ωB97M-V with the def2-TZVPD basis set", "symbols": ["C", "C", "P", "C", "C", "B", "C", "C", "C", "F", "C", "Cl", "C", "C", "Cl", "H", "H", "H", "H", "H", "H", "H", "H", "H", "H", "H", "H", "H", "H", "H", "H", "H", "H", "H", "H", "H", "H", "N", "C", "C", "C", "C", "H", "H", "H", "H", "H"], "positions_angstrom": [[1.450, -2.131, 3.041], [1.721, -2.498, 1.586], [1.717, -1.098, 0.352], [0.160, -1.422, -0.606], [-1.206, -1.257, 0.064], [1.771, 0.648, 1.274], [2.187, 1.801, 0.180], [3.692, 1.885, -0.128], [4.181, 0.875, -1.148], [5.060, 1.496, -2.065], [0.456, 1.095, 2.191], [1.038, 1.962, 3.705], [-0.604, 1.945, 1.468], [-2.043, 1.689, 1.932], [-0.352, 3.727, 1.563], [1.537, -3.016, 3.680], [2.173, -1.400, 3.391], [0.444, -1.739, 3.178], [2.713, -2.945, 1.517], [1.021, -3.267, 1.252], [0.252, -2.457, -0.940], [0.229, -0.816, -1.510], [-1.158, -1.389, 1.141], [-1.925, -1.987, -0.316], [-1.622, -0.287, -0.185], [2.708, 0.514, 2.045], [1.890, 2.786, 0.543], [1.674, 1.674, -0.785], [3.922, 2.872, -0.535], [4.226, 1.747, 0.811], [3.356, 0.453, -1.718], [4.733, 0.059, -0.690], [-0.070, 0.260, 2.637], [-0.507, 1.751, 0.404], [-2.129, 0.694, 2.356], [-2.740, 1.757, 1.098], [-2.329, 2.419, 2.684], [-3.060, -0.856, -4.213], [-4.301, -1.408, -4.052], [-4.835, -0.900, -2.898], [-3.877, -0.007, -2.344], [-2.793, -0.002, -3.179], [-2.433, -1.053, -4.971], [-4.694, -2.113, -4.764], [-5.803, -1.144, -2.492], [-3.969, 0.559, -1.432], [-1.858, 0.528, -3.122]], "mulliken_charge": [-1.07, -0.67, 0.01, -0.89, -0.42, 0.17, -0.57, -0.71, -0.13, -0.38, 0.31, -0.26, 0.55, -1.44, -0.23, 0.44, 0.21, 0.16, 0.44, 0.34, 0.51, 0.32, 0.14, 0.40, -0.23, -0.29, 0.16, 0.35, 0.45, 0.21, 0.16, 0.21, -0.32, 0.02, 0.30, 0.27, 0.48, 0.00, -0.46, -0.65, -0.07, -0.66, 0.19, 0.38, 0.38, 0.44, 0.46], "total_charge": -1, "homo_lumo_gap_ev": 6.31}



{"formula": "C3H2F3N2", "method": "ωB97M-V with the def2-TZVPD basis set", "symbols": ["C", "C", "C", "N", "N", "F", "F", "F", "H", "H"], "positions_angstrom": [[0.423, -0.608, -0.922], [1.080, 0.263, -1.605], [-0.732, 0.130, 1.054], [-0.543, -0.801, 0.008], [0.081, 1.074, 1.176], [2.173, 0.792, -1.929], [-1.920, 0.019, 1.630], [0.005, 1.948, 2.212], [0.889, -1.473, -1.540], [-1.457, -1.345, -0.084]], "mulliken_charge": [0.23, 0.33, 0.50, -0.15, -0.24, -0.04, -0.17, -0.10, 0.31, 0.35], "total_charge": 1, "homo_lumo_gap_ev": 8.31, "de_lowest_kj_mol": 172.0}



{"formula": "C3H5CuO4", "method": "ωB97M-V with the def2-TZVPD basis set", "symbols": ["O", "C", "C", "O", "O", "C", "H", "H", "H", "H", "O", "H", "Cu"], "positions_angstrom": [[0.566, -0.067, 0.090], [1.830, -0.701, 0.117], [0.255, 1.205, 0.512], [2.672, -0.383, 0.922], [1.859, -1.471, -0.888], [-0.558, 2.000, -0.197], [1.012, 1.565, 1.212], [-1.868, -1.030, 0.516], [-0.544, 3.071, 0.007], [-1.423, 1.627, -0.743], [-1.554, -1.766, -0.111], [-2.163, -2.510, -0.083], [-0.084, -1.540, -1.355]], "mulliken_spin": [-0.03, -0.02, -0.02, 0.02, 0.03, 0.01, 0.01, 0.05, 0.00, 0.01, -0.17, 0.02, 2.09], "total_charge": 0, "multiplicity": 3, "homo_lumo_gap_ev": [6.34, 7.62], "de_lowest_kj_mol": 64.4, "s2": 2.002}



{"formula": "C3H15N2O3", "method": "ωB97M-V with the def2-TZVPD basis set", "symbols": ["C", "C", "N", "C", "N", "H", "H", "H", "H", "H", "H", "H", "H", "H", "H", "H", "O", "H", "H", "O", "H", "H", "O"], "positions_angstrom": [[1.557, 1.980, 1.223], [1.210, 0.652, 1.788], [0.015, 0.083, 1.165], [-0.629, -0.898, 1.869], [-1.261, -1.917, 1.180], [1.338, 2.189, 0.151], [0.936, 2.739, 1.689], [2.608, 2.277, 1.127], [2.006, -0.070, 1.523], [1.140, 0.653, 2.879], [-0.032, 0.299, 0.190], [-0.714, -0.821, 2.942], [-1.404, -1.816, 0.185], [-1.667, -2.657, 1.721], [1.392, 0.789, -1.921], [0.248, 0.041, -2.564], [0.631, 0.232, -1.704], [2.074, 1.319, -4.004], [2.824, 2.587, -3.542], [2.069, 2.024, -3.353], [-4.037, -1.576, -0.889], [-4.134, -2.997, -0.932], [-3.556, -2.334, -0.521]], "mulliken_spin": [-0.01, 0.02, 0.14, 0.73, 0.14, 0.01, 0.01, 0.00, -0.01, 0.03, -0.04, 0.03, -0.02, -0.02, 0.00, 0.00, 0.00, 0.00, 0.00, 0.00, 0.00, 0.00, 0.00], "total_charge": 0, "multiplicity": 2, "homo_lumo_gap_ev": [4.04, 7.91], "de_lowest_kj_mol": 70.7, "s2": 0.753}



{"formula": "C28H24BCrN8O2", "method": "ωB97M-V with the def2-TZVPD basis set", "symbols": ["Cr", "C", "C", "N", "C", "C", "C", "C", "C", "C", "C", "N", "C", "C", "C", "C", "C", "C", "C", "C", "N", "C", "H", "H", "H", "H", "H", "H", "H", "H", "H", "H", "H", "H", "B", "N", "C", "C", "C", "N", "N", "C", "C", "C", "N", "H", "H", "H", "H", "H", "H", "H", "H", "O", "C", "C", "C", "C", "O", "N", "H", "H", "H", "H"], "positions_angstrom": [[-0.496, 0.001, -0.335], [-1.904, -2.040, 3.175], [-1.922, -1.019, 2.063], [-0.753, -1.146, 1.250], [0.258, -0.641, 2.167], [0.385, -1.397, 3.459], [-0.757, -2.166, 3.861], [1.555, -1.305, 4.179], [2.681, -0.668, 3.643], [2.700, -0.247, 2.303], [1.575, -0.368, 1.505], [1.404, -0.111, 0.187], [2.323, 0.300, -0.725], [3.709, 0.141, -0.699], [4.497, 0.584, -1.766], [3.950, 1.176, -2.880], [2.550, 1.331, -2.969], [1.893, 1.848, -4.103], [0.525, 1.956, -4.095], [-0.191, 1.548, -2.971], [0.385, 1.031, -1.902], [1.739, 0.914, -1.887], [-2.794, -2.615, 3.397], [-2.843, -1.050, 1.483], [-0.650, -2.862, 4.688], [1.609, -1.763, 5.162], [3.577, -0.564, 4.242], [3.620, 0.151, 1.899], [4.172, -0.378, 0.126], [5.571, 0.448, -1.714], [4.573, 1.519, -3.697], [2.474, 2.135, -4.971], [-0.006, 2.348, -4.953], [-1.269, 1.646, -2.934], [-3.048, -2.064, -1.423], [-1.630, -2.269, -2.027], [-1.285, -3.258, -2.862], [0.091, -3.253, -3.009], [0.518, -2.195, -2.209], [-0.530, -1.614, -1.625], [-3.341, -0.546, -1.295], [-4.514, 0.070, -1.473], [-4.373, 1.406, -1.128], [-3.042, 1.523, -0.734], [-2.436, 0.338, -0.847], [-3.850, -2.542, -2.186], [-3.084, -2.579, -0.332], [-2.033, -3.902, -3.290], [0.695, -3.916, -3.605], [1.520, -1.841, -2.034], [-5.376, -0.470, -1.827], [-5.125, 2.175, -1.150], [-2.487, 2.381, -0.386], [0.182, 3.408, 0.198], [0.021, 2.647, 1.159], [0.423, 2.998, 2.597], [-0.004, 1.785, 3.433], [-0.531, 0.781, 2.405], [-1.828, 0.312, 2.702], [-0.516, 1.425, 1.120], [-0.072, 3.925, 2.889], [1.500, 3.168, 2.624], [-0.805, 2.026, 4.132], [0.820, 1.348, 3.993]], "mulliken_spin": [3.28, 0.20, -0.01, 0.02, -0.08, 0.37, -0.07, -0.21, 0.37, -0.26, 0.32, -0.04, -0.07, 0.15, -0.05, 0.10, -0.03, 0.03, -0.02, 0.06, -0.09, 0.02, 0.02, -0.03, 0.00, 0.00, 0.03, -0.02, 0.01, 0.00, 0.01, 0.00, 0.00, 0.00, 0.00, 0.01, 0.01, 0.00, 0.03, -0.10, 0.02, 0.02, 0.00, 0.04, -0.13, 0.00, 0.00, 0.00, 0.00, 0.00, 0.00, 0.00, 0.00, 0.02, 0.02, -0.01, -0.02, 0.07, 0.03, -0.04, 0.00, 0.00, 0.01, 0.01], "total_charge": -1, "multiplicity": 5, "homo_lumo_gap_ev": [5.10, 6.67], "s2": 6.104}



{"formula": "C5H5ClS2", "method": "ωB97M-V with the def2-TZVPD basis set", "symbols": ["C", "C", "C", "S", "C", "Cl", "C", "S", "H", "H", "H", "H", "H"], "positions_angstrom": [[-0.056, 0.214, 2.374], [0.218, 0.237, 1.189], [0.542, 0.034, -0.129], [2.336, -0.182, -0.634], [-0.287, 0.855, -1.096], [-1.423, 2.087, -0.420], [-0.597, -0.650, -1.074], [-2.144, -1.347, -0.348], [-0.133, 0.184, 3.482], [3.026, 0.791, 0.168], [0.216, 1.266, -1.914], [-0.099, -1.155, -1.957], [-1.599, -2.333, 0.360]], "mulliken_charge": [0.14, -0.81, 0.43, -0.25, -0.22, -0.17, -0.36, -0.18, 0.40, 0.18, 0.37, 0.34, 0.14], "total_charge": 0, "smiles": "C#C[C@]1(S)[C@H](Cl)[C@@H]1S", "homo_lumo_gap_ev": 9.71, "de_lowest_kj_mol": 262.0}



no.,E (eV)
1,-35956.425
2,-7862.176
3,-9304.298
4,-26027.474
5,-19869.127
6,-7230.426
7,-54175.022
8,-14261.074
9,-56017.392
10,-12474.422
11,-74544.105
12,-39455.206